This record from the OMol25 dataset describes C44H40N8O2P2RbS2Se as an isolated structure. The level of theory is ωB97M-V/def2-TZVPD.

```
100
Properties=species:S:1:pos:R:3:forces:R:3
Rb -0.388 0.123 0.714 0.398 0.079 0.070
C 1.961 -4.185 1.835 0.150 -0.128 0.375
C 1.403 -3.146 1.074 -0.091 0.122 -0.096
N 1.730 -1.888 1.223 -0.435 -0.160 -0.324
C 2.642 -1.549 2.144 0.602 -0.220 0.635
C 3.211 -2.514 3.028 -0.225 0.211 -0.323
C 2.839 -3.861 2.832 -0.153 -0.067 -0.234
C 4.083 -2.110 4.050 0.322 0.090 0.340
C 4.394 -0.775 4.190 0.128 -0.581 0.160
C 3.916 0.167 3.298 -0.329 0.201 -0.355
C 3.057 -0.170 2.237 0.547 0.179 0.451
N 2.563 0.726 1.381 -1.057 0.107 -0.478
C 3.208 1.804 0.954 0.520 -0.374 0.102
C 4.614 1.883 0.851 -0.169 -0.214 0.149
C 5.260 3.002 0.361 -0.058 0.434 -0.129
C 4.555 4.099 -0.089 0.487 0.120 -0.072
C 3.153 4.055 -0.102 -0.320 -0.263 0.127
C 2.369 5.083 -0.664 -0.194 0.026 0.022
C 1.004 4.984 -0.663 0.279 0.198 -0.056
C 0.424 3.856 -0.065 -0.134 -0.114 0.104
N 1.119 2.877 0.459 -0.680 -0.111 -0.023
C 2.455 2.927 0.435 0.680 0.542 -0.207
H 1.672 -5.212 1.650 -0.040 0.021 -0.028
H 0.670 -3.366 0.307 -0.053 -0.062 -0.071
H 3.244 -4.623 3.489 0.070 -0.021 -0.001
H 4.498 -2.855 4.715 0.018 -0.062 0.098
H 5.043 -0.458 4.999 0.006 0.007 0.023
H 4.180 1.207 3.424 0.024 0.065 -0.004
H 5.191 1.022 1.159 0.006 0.016 0.054
H 6.343 3.016 0.326 0.046 -0.014 0.004
H 5.064 4.989 -0.436 0.018 0.012 -0.114
H 2.864 5.942 -1.105 0.026 0.000 -0.012
H 0.391 5.755 -1.115 -0.059 -0.042 0.051
H -0.656 3.753 -0.022 -0.050 -0.014 -0.032
N -2.258 1.382 -2.935 -0.374 0.134 -0.045
P -2.760 1.668 -1.312 -0.615 0.068 -0.248
C -4.049 2.904 -1.769 -0.140 0.084 -0.056
C -5.116 2.582 -2.614 0.236 -0.010 0.241
C -5.966 3.566 -3.075 -0.218 0.165 -0.149
C -5.777 4.889 -2.697 0.166 0.023 0.152
C -4.716 5.220 -1.861 -0.389 0.238 -0.241
C -3.863 4.235 -1.404 0.140 -0.362 0.076
C -3.817 0.206 -1.042 0.079 0.018 0.115
C -3.444 -1.026 -1.569 0.046 0.208 -0.077
C -4.183 -2.156 -1.268 -0.088 -0.278 -0.010
C -5.278 -2.069 -0.424 -0.051 -0.030 -0.030
C -5.638 -0.846 0.120 -0.143 -0.054 0.070
C -4.907 0.286 -0.182 0.026 0.120 -0.002
C -0.918 1.535 -3.206 0.581 0.038 -0.191
C -0.448 1.994 -4.440 -0.107 -0.029 0.020
C 0.910 2.195 -4.581 -0.013 -0.086 0.203
C 1.749 1.895 -3.518 0.170 0.027 -0.069
C 1.188 1.389 -2.355 0.334 0.167 -0.204
N -0.112 1.242 -2.193 -0.261 -0.219 -0.032
H -2.898 1.595 -3.692 0.200 -0.078 0.240
H -5.271 1.551 -2.904 -0.034 -0.091 -0.001
H -6.780 3.309 -3.744 -0.030 -0.021 0.038
H -6.457 5.656 -3.044 0.011 0.041 -0.045
H -4.556 6.252 -1.578 -0.008 0.028 0.053
H -3.034 4.491 -0.757 0.073 0.026 0.052
H -2.576 -1.100 -2.210 0.136 -0.086 -0.084
H -3.895 -3.107 -1.696 0.070 -0.024 0.038
H -5.847 -2.957 -0.180 -0.011 -0.043 0.012
H -6.485 -0.780 0.790 -0.005 0.019 0.053
H -5.176 1.240 0.256 -0.040 0.017 0.059
H -1.135 2.203 -5.247 -0.080 0.036 -0.027
H 1.308 2.592 -5.506 0.019 -0.029 -0.031
H 2.814 2.054 -3.591 0.105 -0.072 0.049
H 1.798 1.105 -1.512 0.196 -0.060 0.088
C -4.197 -2.064 6.607 0.175 0.250 -0.140
C -4.103 -0.847 5.701 -0.306 -0.167 -0.135
O -2.788 -0.342 5.666 0.340 0.048 -0.164
P -1.824 -0.354 4.329 -0.120 -0.450 0.940
S -3.002 -0.596 2.754 0.225 0.266 -0.282
S -0.583 1.145 4.618 -0.165 -0.201 -0.490
O -1.061 -1.797 4.542 -0.768 0.582 -0.062
C 0.340 -1.943 4.590 0.625 -0.038 0.007
C 0.814 -2.223 6.009 -0.194 0.079 -0.308
H -5.199 -2.484 6.554 -0.161 -0.090 0.048
H -3.977 -1.791 7.637 0.037 -0.046 0.113
H -3.480 -2.814 6.282 0.043 -0.096 -0.014
H -4.753 -0.045 6.075 0.043 -0.060 -0.055
H -4.422 -1.102 4.683 -0.034 0.062 0.216
H 0.833 -1.035 4.213 -0.094 -0.245 0.053
H 0.585 -2.786 3.931 0.004 0.185 0.083
H 0.555 -1.386 6.653 0.008 0.115 0.060
H 1.894 -2.351 6.000 0.129 -0.049 0.074
H 0.334 -3.121 6.399 0.003 -0.111 0.047
Se -1.521 -3.954 -3.542 0.169 -0.105 0.004
N -0.184 -5.104 -3.158 0.092 -0.697 -0.049
C 0.815 -4.379 -2.648 -0.463 -0.188 -0.199
C 2.048 -4.872 -2.215 0.128 -0.093 0.072
C 2.968 -3.964 -1.713 0.233 -0.073 0.000
C 2.644 -2.611 -1.660 0.292 0.069 -0.111
N 1.492 -2.097 -2.063 0.152 0.462 0.149
C 0.584 -2.951 -2.542 -0.582 0.021 -0.310
N -0.604 -2.522 -2.972 -0.201 0.654 0.082
H 2.264 -5.932 -2.279 -0.031 -0.016 0.001
H 3.933 -4.307 -1.360 0.025 0.086 0.035
H 3.353 -1.890 -1.270 0.136 -0.023 0.117
```
Forces are in eV/Å.

2S+1   2
Relative energy (zero: lowest compared OMol25 entry of this formula, charge and spin)   0.602 eV
Lowest unoccupied orbital energy (spin up / spin down)   3.5 / 3.5 eV
Charge   -2

This record from the OMol25 dataset describes C44H41ClCoIN2O2P2S2 as an isolated structure. The level of theory is ωB97M-V/def2-TZVPD.

```
96
Properties=species:S:1:pos:R:3:forces:R:3
Co 0.910 0.819 -0.172 1.160 2.424 -1.063
Cl 7.192 3.373 -0.448 -0.007 0.042 0.013
C 5.519 3.153 -0.185 -0.277 0.067 0.167
C 4.898 3.818 0.861 0.421 0.014 -0.273
C 3.538 3.675 1.084 -0.972 -0.111 0.526
I 2.567 4.529 2.716 0.443 0.014 -0.371
C 2.732 2.823 0.285 2.217 0.104 -0.565
O 1.501 2.671 0.465 -2.280 -2.250 -0.641
C 3.422 2.044 -0.726 -0.007 0.754 0.513
N 2.676 1.108 -1.344 -1.198 -0.195 0.919
C 3.237 0.368 -2.280 0.334 -0.278 -0.406
C 4.567 0.532 -2.671 -0.262 0.096 -0.094
C 5.351 1.463 -2.032 -0.217 0.147 0.223
C 4.792 2.238 -1.003 -0.079 -0.056 -0.063
H 5.484 4.447 1.518 0.028 0.033 -0.071
H 2.614 -0.391 -2.733 -0.014 -0.074 -0.041
H 4.973 -0.084 -3.453 0.015 -0.093 -0.151
H 6.385 1.602 -2.301 0.160 -0.050 -0.036
C -6.451 -1.729 1.677 0.271 0.196 -0.243
S -6.279 -0.491 0.368 -0.085 0.057 -0.034
C -5.417 -1.416 -0.951 -0.164 0.444 0.082
C -4.120 -0.717 -1.340 0.140 -0.196 0.242
C -3.060 -0.911 -0.252 -0.689 -0.032 -0.362
N -1.820 -0.185 -0.494 1.351 0.569 0.155
P -0.394 -0.914 -1.122 -1.458 -0.015 1.226
C -0.980 -1.688 -2.663 0.826 0.508 -0.094
C -1.543 -2.960 -2.724 0.089 -0.011 0.224
C -1.983 -3.454 -3.941 -0.075 -0.018 0.018
C -1.857 -2.692 -5.094 0.043 0.053 0.028
C -1.298 -1.425 -5.035 -0.059 0.058 -0.045
C -0.863 -0.925 -3.822 0.068 0.028 0.075
C -0.072 -2.324 -0.022 0.286 0.160 -0.156
C -0.584 -2.351 1.270 -0.086 0.064 -0.075
C -0.286 -3.416 2.101 -0.034 -0.144 -0.007
C 0.573 -4.416 1.670 -0.118 -0.036 0.046
C 1.130 -4.364 0.401 0.094 -0.056 0.041
C 0.798 -3.327 -0.449 -0.084 0.152 -0.015
P -1.342 1.281 0.291 -0.707 -1.356 0.008
C -2.090 1.251 1.943 0.711 0.102 -0.156
C -1.253 1.004 3.027 0.020 -0.027 -0.112
C -1.775 0.980 4.308 0.077 -0.066 0.118
C -3.127 1.210 4.511 0.064 -0.030 -0.009
C -3.961 1.468 3.432 -0.046 -0.005 -0.069
C -3.447 1.494 2.148 0.046 0.131 -0.156
C -2.247 2.626 -0.512 0.733 0.055 0.003
C -2.802 2.515 -1.781 0.119 -0.147 0.081
C -3.525 3.576 -2.298 -0.029 0.022 -0.091
C -3.636 4.759 -1.582 0.040 -0.048 -0.026
C -3.018 4.893 -0.347 0.022 0.038 0.017
C -2.320 3.829 0.190 -0.002 -0.136 -0.020
H -7.220 -1.363 2.353 -0.033 -0.074 0.028
H -5.510 -1.830 2.212 -0.009 -0.153 0.127
H -6.754 -2.677 1.243 -0.107 -0.061 0.106
H -6.094 -1.439 -1.804 0.066 -0.186 0.003
H -5.235 -2.430 -0.604 -0.034 -0.141 -0.036
H -4.317 0.347 -1.475 -0.004 0.027 -0.038
H -3.756 -1.119 -2.287 0.046 0.030 -0.080
H -2.832 -1.979 -0.166 -0.008 0.082 0.079
H -3.477 -0.572 0.704 0.066 -0.188 -0.075
H -1.636 -3.566 -1.833 0.013 -0.048 0.036
H -2.422 -4.440 -3.989 -0.021 -0.046 0.002
H -2.185 -3.087 -6.042 -0.060 -0.065 -0.087
H -1.199 -0.829 -5.930 0.000 0.032 -0.086
H -0.422 0.061 -3.761 0.041 0.121 -0.100
H -1.219 -1.547 1.624 -0.059 -0.057 -0.002
H -0.729 -3.466 3.084 0.004 -0.006 0.131
H 0.808 -5.243 2.318 0.030 -0.140 0.146
H 1.821 -5.130 0.083 -0.010 -0.102 -0.067
H 1.194 -3.296 -1.454 0.093 -0.068 -0.149
H -0.192 0.871 2.856 0.108 -0.016 0.118
H -1.120 0.795 5.145 0.035 0.011 0.123
H -3.530 1.205 5.512 -0.030 -0.004 0.076
H -5.010 1.667 3.588 -0.090 -0.009 0.015
H -4.088 1.730 1.310 -0.130 -0.040 -0.032
H -2.671 1.602 -2.349 -0.093 -0.020 -0.017
H -4.001 3.480 -3.262 -0.005 0.017 -0.091
H -4.190 5.586 -1.997 -0.088 0.082 -0.039
H -3.082 5.823 0.195 -0.023 0.097 0.049
H -1.837 3.910 1.153 -0.040 0.117 0.117
C 2.433 -1.638 2.521 -0.442 0.230 -0.564
S 2.453 -0.103 1.523 0.638 -1.079 0.867
O 2.370 0.974 2.500 -0.158 0.779 0.684
C 4.199 -0.271 1.073 -0.322 -0.149 -0.497
C 5.160 0.430 1.777 -0.258 0.158 0.250
C 6.500 0.205 1.498 -0.098 -0.022 -0.025
C 6.854 -0.714 0.520 -0.022 -0.062 -0.021
C 5.878 -1.422 -0.168 -0.009 -0.057 0.064
C 4.538 -1.200 0.106 0.020 -0.014 0.056
H 3.279 -1.595 3.198 0.165 0.283 -0.048
H 2.510 -2.501 1.872 -0.027 -0.160 -0.141
H 1.506 -1.661 3.080 -0.157 0.082 -0.016
H 4.846 1.124 2.543 0.010 0.110 0.107
H 7.260 0.734 2.055 0.028 0.038 -0.002
H 7.894 -0.899 0.302 0.109 0.001 0.006
H 6.163 -2.156 -0.905 0.034 -0.067 -0.112
H 3.755 -1.743 -0.407 0.003 -0.160 -0.139
```
Forces are in eV/Å.

Lowest unoccupied orbital energy (spin up / spin down)   -8.3 / -8.3 eV
Charge   +2

Energy for every record listed, in sequence, given in Ha: -6194.0540 -5580.4759.
Max |F| for every record listed, in sequence, given in eV/A: 1.2 3.3.